A 14-piece molecular cluster, C74H175N9O10 overall, computed with ωB97M-V/def2-TZVPD.

Summary:
charge: 0
HOMO level: -7.976 eV
multiplicity: 1
E_tot: -113458.2610 eV

Last column: Mulliken charge in e.
Geometry (Å):
C: 4.04 -6.62 0.63  -0.90
C: 3.37 -7.22 -0.65  -1.02
N: 2.36 -6.32 -1.31  1.08
C: 1.59 -7.05 -2.34  -1.16
C: 0.26 -6.33 -2.74  -0.03
C: 3.03 -5.12 -1.82  -2.01
C: 2.63 -3.91 -1.04  0.50
H: 4.48 -7.41 1.23  0.44
H: 3.32 -6.12 1.28  -0.04
H: 4.73 -5.80 0.38  0.22
H: 4.10 -7.59 -1.37  0.61
H: 2.83 -8.07 -0.23  0.35
H: 2.18 -7.18 -3.25  0.45
H: 1.40 -8.05 -1.95  0.55
H: 0.46 -5.30 -3.05  -0.42
H: -0.28 -6.79 -3.57  0.59
H: -0.43 -6.19 -1.91  -0.25
H: 2.70 -4.91 -2.83  0.33
H: 4.11 -5.19 -1.87  0.32
H: 3.04 -3.02 -1.51  0.48
H: 2.96 -3.93 0.00  -0.10
H: 1.55 -3.79 -1.05  -0.01
C: -1.75 0.26 4.11  -0.60
C: -1.39 -1.15 3.70  -0.01
N: -2.49 -2.14 3.93  1.03
C: -3.70 -2.01 3.09  -1.68
C: -3.41 -1.90 1.64  2.32
C: -2.78 -2.34 5.39  -0.84
C: -1.56 -2.96 6.09  -0.81
H: -2.73 0.61 3.78  0.15
H: -1.07 0.95 3.61  -0.38
H: -1.53 0.51 5.15  0.42
H: -1.04 -1.21 2.68  -0.70
H: -0.52 -1.37 4.32  0.66
H: -4.22 -2.93 3.34  0.50
H: -4.41 -1.28 3.47  0.25
H: -3.05 -0.95 1.27  -0.53
H: -2.60 -2.61 1.44  -1.84
H: -4.33 -2.14 1.11  0.53
H: -3.63 -3.01 5.51  0.53
H: -3.01 -1.37 5.84  0.40
H: -1.08 -3.67 5.42  -0.02
H: -1.79 -3.48 7.02  0.35
H: -0.88 -2.15 6.31  0.35
C: 6.13 -2.38 3.64  -0.91
C: 6.69 -3.25 2.46  -0.13
N: 7.48 -2.48 1.38  0.09
C: 6.70 -1.42 0.76  -0.46
C: 5.62 -2.02 -0.09  -0.71
C: 8.78 -2.08 1.91  -0.32
C: 9.76 -1.75 0.81  -1.38
H: 6.86 -1.73 4.13  0.32
H: 5.61 -3.04 4.34  0.43
H: 5.38 -1.66 3.33  0.05
H: 7.35 -4.08 2.71  0.55
H: 5.89 -3.84 2.01  -0.27
H: 6.32 -0.78 1.55  0.25
H: 7.39 -0.85 0.14  0.42
H: 6.05 -2.78 -0.75  0.55
H: 4.85 -2.56 0.48  -0.16
H: 5.14 -1.19 -0.60  0.09
H: 9.22 -2.95 2.40  0.40
H: 8.60 -1.28 2.64  0.27
H: 9.55 -0.76 0.41  0.31
H: 9.75 -2.48 0.00  0.32
H: 10.80 -1.76 1.15  0.43
C: 0.59 -5.18 -7.17  -1.19
C: -0.85 -4.61 -7.28  -0.60
N: -1.51 -4.69 -5.97  0.19
C: -0.94 -3.77 -4.89  0.50
C: -1.06 -2.27 -5.15  -1.00
C: -2.96 -4.53 -6.23  -0.70
C: -3.78 -4.82 -5.02  -0.75
H: 1.19 -4.51 -6.55  0.22
H: 1.01 -5.25 -8.18  0.44
H: 0.51 -6.19 -6.76  0.27
H: -0.83 -3.56 -7.56  0.36
H: -1.44 -5.16 -8.01  0.52
H: -1.36 -3.94 -3.89  -0.50
H: 0.10 -4.08 -4.79  0.14
H: -0.74 -1.73 -4.26  0.14
H: -0.51 -1.89 -6.01  0.36
H: -2.10 -1.94 -5.26  0.21
H: -3.32 -5.12 -7.07  0.50
H: -3.11 -3.49 -6.52  0.36
H: -3.61 -4.07 -4.24  -0.17
H: -3.62 -5.80 -4.57  0.30
H: -4.86 -4.76 -5.21  0.48
C: -2.50 -6.27 3.85  -1.20
C: -1.79 -6.38 2.46  0.30
N: -0.35 -6.52 2.47  0.21
C: 0.40 -5.40 3.01  -1.89
C: 0.26 -4.11 2.21  1.29
C: 0.16 -6.88 1.14  1.43
C: -0.10 -8.31 0.73  -1.74
H: -3.56 -6.10 3.66  0.41
H: -2.11 -5.40 4.37  -0.04
H: -2.26 -7.11 4.51  0.37
H: -2.24 -7.23 1.94  0.51
H: -2.01 -5.45 1.93  -0.30
H: 0.00 -5.24 4.01  0.40
H: 1.44 -5.68 3.18  0.42
H: -0.78 -3.79 2.17  -0.76
H: 0.88 -3.34 2.66  0.48
H: 0.46 -4.23 1.14  -0.37
H: 1.23 -6.72 1.21  -0.68
H: -0.10 -6.20 0.33  -0.17
H: 0.66 -8.74 0.08  0.34
H: -1.08 -8.29 0.26  0.34
H: -0.17 -9.06 1.53  0.39
C: 1.60 1.19 6.97  -1.38
C: 2.42 1.89 5.90  0.45
N: 1.92 3.26 5.77  0.12
C: 0.72 3.21 4.91  0.41
C: -0.11 4.51 5.07  -1.59
C: 2.86 4.08 5.18  0.39
C: 4.09 4.31 5.96  -1.75
H: 0.54 1.15 6.73  0.22
H: 1.76 1.64 7.95  0.33
H: 1.93 0.15 7.04  0.45
H: 3.45 1.83 6.25  0.42
H: 2.39 1.41 4.92  -0.37
H: 1.06 2.93 3.92  0.25
H: -0.05 2.53 5.28  -0.09
H: 0.45 5.36 4.67  0.26
H: -1.12 4.45 4.65  0.38
H: -0.25 4.72 6.13  0.34
H: 2.43 5.07 5.06  -0.05
H: 3.12 3.73 4.18  0.10
H: 4.90 4.92 5.55  0.32
H: 4.64 3.41 6.25  0.38
H: 3.78 4.64 6.94  0.44
C: 0.76 2.99 -0.24  -0.21
C: 1.16 1.89 0.75  1.12
N: 1.02 0.56 0.21  0.40
C: 1.53 -0.32 1.19  0.78
C: 3.03 -0.26 1.48  -0.63
C: -0.39 0.27 0.05  1.86
C: -0.66 -1.08 -0.55  -1.27
H: 1.06 3.98 0.11  0.25
H: -0.30 2.99 -0.51  -0.37
H: 1.37 2.87 -1.13  -0.41
H: 2.19 2.17 0.97  0.55
H: 0.65 2.02 1.70  -1.31
H: 0.92 -0.29 2.09  -0.33
H: 1.43 -1.34 0.82  -0.21
H: 3.43 -1.22 1.82  0.53
H: 3.49 -0.02 0.52  -0.40
H: 3.22 0.48 2.26  -0.11
H: -0.87 1.00 -0.59  -0.55
H: -0.87 0.31 1.03  -0.50
H: -0.09 -1.29 -1.46  0.55
H: -1.72 -1.17 -0.80  0.48
H: -0.41 -1.89 0.14  -0.53
C: -3.10 5.80 -6.21  -1.53
C: -2.28 4.90 -5.29  0.26
N: -1.82 5.62 -4.11  0.20
C: -0.82 4.87 -3.30  0.13
C: 0.14 5.80 -2.56  -0.91
C: -2.91 6.22 -3.26  -1.43
C: -4.00 5.26 -2.78  0.05
H: -2.44 6.34 -6.90  0.34
H: -3.79 6.51 -5.76  0.35
H: -3.70 5.16 -6.86  0.40
H: -2.77 3.96 -5.02  -0.29
H: -1.44 4.56 -5.88  0.58
H: -1.35 4.30 -2.54  -0.23
H: -0.30 4.06 -3.81  0.51
H: 0.60 6.51 -3.25  0.36
H: -0.48 6.34 -1.84  0.17
H: 0.97 5.31 -2.05  -0.20
H: -3.33 7.04 -3.84  0.47
H: -2.50 6.66 -2.35  0.34
H: -4.48 4.69 -3.57  0.15
H: -4.83 5.87 -2.42  0.57
H: -3.73 4.60 -1.95  -0.34
C: -6.98 2.03 -0.15  -1.17
C: -5.81 3.03 -0.44  0.04
N: -5.08 3.56 0.74  0.89
C: -4.44 2.47 1.50  -2.64
C: -3.24 1.89 0.79  1.97
C: -5.90 4.40 1.62  -0.62
C: -6.35 5.75 1.00  -1.23
H: -7.73 2.39 0.56  0.28
H: -6.45 1.24 0.38  0.10
H: -7.47 1.61 -1.03  0.37
H: -5.09 2.48 -1.05  -0.62
H: -6.18 3.86 -1.05  0.64
H: -4.09 2.90 2.44  0.73
H: -5.18 1.70 1.74  0.54
H: -3.60 1.09 0.14  0.20
H: -2.83 2.67 0.14  -0.40
H: -2.49 1.46 1.46  -0.79
H: -5.33 4.67 2.51  0.46
H: -6.72 3.75 1.92  0.42
H: -7.08 5.49 0.23  0.29
H: -5.53 6.22 0.45  0.21
H: -6.79 6.47 1.69  0.41
O: 4.30 3.57 1.38  -0.34
C: 5.50 3.42 1.05  0.41
O: 6.54 3.88 1.67  -0.31
C: 6.46 4.46 2.96  -0.03
C: 6.32 5.95 2.85  -1.02
C: 5.93 2.90 -0.29  -0.31
H: 7.42 4.31 3.45  0.29
H: 5.65 4.02 3.55  0.16
H: 6.36 6.42 3.83  0.42
H: 5.40 6.22 2.33  0.04
H: 7.12 6.34 2.22  0.38
H: 5.54 3.59 -1.05  -0.04
H: 5.69 1.85 -0.47  -0.07
H: 7.01 3.00 -0.30  0.42
O: -1.05 7.03 2.95  -0.68
C: -0.90 6.43 1.86  0.16
O: 0.15 6.57 1.02  -0.10
C: 1.22 7.45 1.24  -0.71
C: 2.29 6.79 2.12  -0.42
C: -1.80 5.26 1.45  0.46
H: 0.87 8.32 1.80  0.44
H: 1.68 7.64 0.27  0.35
H: 3.08 7.48 2.39  0.46
H: 2.70 5.91 1.62  0.09
H: 1.79 6.52 3.05  -0.04
H: -1.29 4.31 1.57  -0.36
H: -2.20 5.37 0.44  0.03
H: -2.60 5.30 2.20  0.30
O: 2.32 3.98 -5.08  -0.62
C: 3.00 4.16 -4.08  0.81
O: 3.38 3.20 -3.23  -0.08
C: 2.87 1.88 -3.50  -0.47
C: 3.58 0.96 -2.57  -0.12
C: 3.54 5.55 -3.81  -1.10
H: 3.08 1.47 -4.49  0.52
H: 1.79 1.79 -3.46  0.05
H: 4.59 0.92 -2.97  0.42
H: 3.16 -0.04 -2.45  0.23
H: 3.45 1.39 -1.58  -0.46
H: 4.60 5.34 -3.72  0.39
H: 3.21 5.87 -2.83  0.17
H: 3.32 6.32 -4.56  0.31
O: -3.76 -0.20 -4.40  -0.62
C: -3.71 0.99 -4.02  -0.13
O: -4.66 1.97 -4.28  -0.04
C: -5.75 1.74 -5.12  -0.41
C: -6.96 1.44 -4.28  -0.87
C: -2.70 1.58 -3.13  1.51
H: -5.52 0.98 -5.86  0.35
H: -6.02 2.62 -5.71  0.36
H: -6.81 0.54 -3.68  0.03
H: -7.83 1.33 -4.93  0.51
H: -7.26 2.25 -3.62  0.23
H: -3.17 2.32 -2.48  -0.69
H: -1.87 2.00 -3.70  0.22
H: -2.26 0.79 -2.52  -0.46
O: -5.50 -5.32 -0.89  -0.67
C: -4.78 -4.35 -1.11  0.46
O: -5.17 -3.20 -1.59  0.04
C: -6.54 -2.96 -1.78  -0.75
C: -6.81 -1.51 -1.41  -0.63
C: -3.24 -4.38 -0.98  1.76
H: -7.23 -3.55 -1.18  0.34
H: -6.69 -3.17 -2.84  0.31
H: -7.81 -1.18 -1.69  0.54
H: -6.15 -0.79 -1.89  -0.09
H: -6.75 -1.38 -0.33  0.35
H: -2.77 -5.33 -0.75  0.34
H: -2.83 -3.70 -0.23  -0.84
H: -2.85 -4.02 -1.93  -1.03